(1)
ORCA calculation (ωB97M-V/def2-TZVPD) on a cluster of 9 separate species, C25H72N14O11 in total in a non-equilibrium geometry.

The geometry in XYZ format:
```
122
C25H72N14O11, DFT ωB97M-V/def2-TZVPD
C -3.28272 5.76911 5.39501
O -3.25580 5.06518 4.18092
C -2.10091 5.22866 3.37255
C -1.66582 4.07926 2.29670
C -2.09228 2.62832 2.85465
N -0.27126 4.17478 2.00865
H -3.32482 6.83848 5.18819
H -2.40812 5.56468 6.01257
H -4.15466 5.58521 6.02271
H -1.95425 6.28763 3.16000
H -1.36149 5.16375 4.17075
H -2.21513 4.34053 1.39222
H -1.72929 1.85234 2.18072
H -3.05328 2.36460 3.29627
H -1.37959 2.56375 3.67684
H 0.21007 3.83826 2.83034
H -0.07366 3.41959 1.36776
C 3.37727 -6.22901 -3.85353
O 2.12257 -6.58507 -4.16539
C 1.08491 -5.58565 -3.94651
C -0.14051 -5.86787 -4.83726
C -1.30625 -4.97175 -4.53430
N -0.57716 -7.27901 -4.82865
H 3.44260 -5.78552 -2.85998
H 3.83050 -5.51968 -4.54602
H 4.09429 -7.04938 -3.88449
H 0.83600 -5.69873 -2.89135
H 1.31640 -4.54431 -4.17040
H 0.06058 -5.56384 -5.86451
H -2.24012 -5.45164 -4.82704
H -1.28521 -4.02599 -5.07578
H -1.37256 -4.80595 -3.45902
H -0.69536 -7.58714 -3.87409
H -1.52512 -7.12068 -5.13915
C 12.33789 4.85808 -13.97729
O 11.42739 4.61017 -12.88966
C 10.04378 4.87216 -13.09442
C 9.16422 4.34112 -11.93496
N 7.82011 4.26247 -12.52509
C 6.89007 3.58462 -11.74876
C 6.80563 4.23575 -10.38971
O 7.81478 3.67333 -9.53410
C 7.63077 3.89740 -8.12276
H 12.05827 5.84551 -14.34457
H 12.15121 4.14382 -14.77923
H 13.39632 4.94892 -13.73322
H 9.68687 4.44945 -14.03359
H 9.94318 5.95625 -13.14678
H 9.14086 5.10015 -11.15301
H 9.54968 3.43610 -11.46544
H 7.81121 3.88883 -13.46339
H 7.13393 2.55642 -11.48148
H 5.93935 3.59933 -12.28168
H 5.81792 3.98607 -10.00214
H 6.75607 5.31550 -10.24906
H 7.36464 4.93905 -7.94324
H 8.57149 3.55386 -7.69250
H 6.81856 3.30855 -7.69651
C -0.51973 -7.23911 1.31178
O 0.70395 -8.02485 1.24187
C 0.44354 -9.31111 1.78062
C 1.65165 -10.17013 1.43557
N 1.62609 -10.82813 0.07403
C 0.71261 -12.02736 -0.24852
C 0.55582 -13.09093 0.80789
O 1.64046 -14.04441 1.11433
C 2.49063 -13.59088 2.11808
H -1.31197 -7.57167 0.64105
H -0.36138 -6.19395 1.04595
H -0.96427 -7.07475 2.29335
H -0.47673 -9.74530 1.38988
H 0.44427 -9.12793 2.85512
H 1.76487 -10.95900 2.17919
H 2.54960 -9.55300 1.40510
H 1.72404 -10.19739 -0.70871
H 1.02201 -12.29597 -1.25858
H -0.32069 -11.70488 -0.37660
H -0.13545 -13.84364 0.42885
H 0.27982 -12.62009 1.75141
H 3.10592 -12.81720 1.65880
H 3.20814 -14.37473 2.36067
H 2.06053 -13.11116 2.99728
N -2.00771 0.94385 -3.81491
C -1.85824 1.13389 -5.06967
N -2.95570 1.38690 -5.65431
O -0.82886 1.13935 -5.80330
H -2.96522 1.00858 -3.50010
H -1.26179 0.53871 -3.26758
H -3.80180 1.13231 -5.16503
H -2.83876 1.86221 -6.53777
N 4.56451 -0.52893 -1.16261
C 3.49927 -1.11701 -0.79543
N 3.71332 -2.26997 -0.21155
O 2.36538 -0.72847 -1.05117
H 5.46693 -0.88320 -0.87934
H 4.50315 0.36040 -1.63740
H 2.95437 -2.93637 -0.21479
H 4.49541 -2.32781 0.42490
N 8.69584 -3.88914 3.36914
C 8.97133 -3.07126 4.38883
N 9.37757 -1.93626 3.90568
O 8.91828 -3.38734 5.52053
H 8.49653 -4.85762 3.57510
H 8.90666 -3.67328 2.40526
H 9.74813 -1.15804 4.43216
H 9.47913 -1.81275 2.90842
N 9.24948 -3.58134 -3.38937
C 9.32354 -2.60898 -2.55299
N 9.78123 -1.56475 -3.22535
O 8.88555 -2.67187 -1.45778
H 9.61994 -3.35617 -4.30160
H 9.01941 -4.46933 -2.96670
H 9.95752 -0.76861 -2.62938
H 10.21840 -1.68840 -4.12740
N 3.64273 -1.13566 -6.70034
C 3.50071 -1.87939 -7.74926
N 2.67617 -1.37407 -8.47301
O 4.09269 -2.90208 -7.97807
H 2.83709 -0.60662 -6.39844
H 4.40986 -1.37963 -6.09034
H 2.05425 -0.63610 -8.17515
H 2.45199 -1.86900 -9.32442
```

Frontier orbital gap in eV: 8.51
Structure (SMILES): COC[C@H](C)N.COC[C@H](C)N.COCCNCCOC.COCCNCCOC.NC(N)=O.NC(N)=O.NC(N)=O.NC(N)=O.NC(N)=O
F_max in eV/A: 12.624
Relative energy (zero: lowest compared OMol25 entry of this formula, charge and spin) in kcal per mole: 179.3
E_tot in eV: -70469.6172

***

(2)
ORCA calculation (ωB97M-V/def2-TZVPD) on a cluster of 5 separate species, C15H37IO8S4 in total in a non-equilibrium geometry.

The geometry in XYZ format:
```
65
C15H37IO8S4, DFT ωB97M-V/def2-TZVPD
C 0.56374 -0.07229 -1.94464
C 1.93173 -0.22307 -2.61890
O 2.20062 0.81411 -3.54818
C 3.04344 1.82831 -3.07355
C 2.62623 2.39734 -1.73568
O 3.16415 3.70689 -1.58261
C 2.38520 4.51420 -0.74566
C 2.36308 4.03055 0.67967
I 0.95297 5.17156 1.84186
O 3.66573 4.15718 1.21317
C 4.05902 3.08838 1.96052
O 4.65865 3.23155 3.01275
H 0.04934 -1.00803 -1.84333
H 0.71471 0.38101 -0.96913
H -0.00669 0.64081 -2.51721
H 1.90242 -1.13947 -3.19855
H 2.72860 -0.34825 -1.89098
H 4.08059 1.49674 -3.01294
H 2.99971 2.63574 -3.79151
H 2.99434 1.77885 -0.91686
H 1.54509 2.43843 -1.62928
H 2.86607 5.48468 -0.73430
H 1.38768 4.65809 -1.15265
H 2.04874 3.00130 0.78902
H 3.84450 2.09668 1.54717
C -4.76201 0.33564 -1.57900
S -3.03507 0.80177 -1.55825
O -2.27912 -0.47879 -1.64032
C -2.98642 1.33068 0.15814
H -4.98892 -0.07413 -2.55986
H -4.93841 -0.42273 -0.82163
H -5.38905 1.20820 -1.39546
H -3.30090 0.50893 0.80135
H -3.64238 2.19091 0.28927
H -1.96242 1.61352 0.39513
C 4.80302 1.98893 5.96488
S 6.36862 1.29283 6.49795
O 6.07368 0.32133 7.58264
C 6.97617 2.79238 7.28157
H 4.23420 1.19982 5.47848
H 4.25309 2.35759 6.83136
H 4.98508 2.79239 5.25694
H 6.27875 3.10749 8.05758
H 7.08965 3.57285 6.52930
H 7.94356 2.56889 7.72560
C -6.35003 -3.92357 -1.98506
S -7.53806 -2.88757 -1.12192
O -6.83307 -1.62060 -0.78084
C -7.59653 -3.87192 0.37918
H -6.13745 -3.45876 -2.94500
H -5.42908 -4.00036 -1.40606
H -6.78305 -4.91059 -2.14592
H -6.59559 -3.95045 0.80303
H -7.99163 -4.86053 0.14716
H -8.25708 -3.37059 1.08313
C -0.60204 -5.74492 -1.84819
S -1.68494 -4.31080 -1.78225
O -3.07658 -4.81014 -1.95302
C -1.18113 -3.60142 -3.35157
H -0.79112 -6.34692 -0.96235
H -0.81820 -6.32874 -2.74302
H 0.43621 -5.41327 -1.85030
H -1.35849 -4.31964 -4.15253
H -0.12531 -3.33349 -3.30492
H -1.77763 -2.70550 -3.51344
```

Frontier orbital gap in eV: 8.66
F_max in eV/A: 2.870
E_tot in eV: -83971.7577

***

(3)
ORCA calculation (ωB97M-V/def2-TZVPD) on a cluster of 2 separate species, C28H25N3O5S in total in a non-equilibrium geometry.

The geometry in XYZ format:
```
62
C28H25N3O5S, DFT ωB97M-V/def2-TZVPD
C 3.97854 1.31642 -3.69360
O 3.17330 0.73850 -2.69681
C 2.80541 1.60879 -1.66109
C 1.96467 1.11758 -0.66861
C 1.58581 1.94560 0.39349
C 2.06271 3.26819 0.45029
C 2.89234 3.77043 -0.55393
C 3.25452 2.94754 -1.58557
N 1.55762 3.85877 1.61841
C 1.75077 5.23988 2.05027
C 0.78655 2.94067 2.27909
C 0.75568 1.74243 1.56251
C -0.07293 0.63721 1.86963
C -0.77401 0.51304 3.10384
C -0.37004 0.98135 4.36008
N -1.37227 0.77196 5.27421
C -1.31771 1.10208 6.69453
C -2.46824 0.18534 4.62503
C -2.11406 -0.00259 3.27867
C -3.05191 -0.47759 2.35909
C -4.33970 -0.77206 2.78737
O -5.36233 -1.22753 1.94103
C -4.98647 -1.38375 0.59452
C -4.66761 -0.58814 4.15112
C -3.75990 -0.11748 5.06260
H 4.16630 0.56482 -4.45988
H 3.46121 2.16228 -4.14716
H 4.92912 1.63596 -3.26533
H 1.62776 0.10033 -0.72672
H 3.23124 4.79022 -0.50841
H 3.90177 3.33097 -2.35390
H 2.39866 5.78070 1.36457
H 0.79030 5.74970 2.09730
H 2.20076 5.25553 3.04087
H 0.21989 3.16284 3.16428
H -0.29202 -0.06430 1.08362
H 0.58304 1.41694 4.59983
H -2.26793 0.87937 7.17447
H -0.53852 0.52046 7.18305
H -1.10222 2.16046 6.82370
H -2.77641 -0.56777 1.32640
H -5.83643 -1.78210 0.04073
H -4.70761 -0.41987 0.16858
H -4.15650 -2.08572 0.51980
H -5.67580 -0.80452 4.45648
H -4.03782 0.05991 6.08586
C 0.77370 -5.74327 -5.94058
C -0.27543 -5.13503 -5.28554
C -0.04798 -3.93019 -4.63346
C 1.20157 -3.36241 -4.64458
C 2.25146 -3.96276 -5.29321
C 2.03086 -5.16226 -5.94617
S 1.08980 -1.81385 -3.70930
O 1.91531 -2.06069 -2.48989
O 1.39683 -0.79590 -4.75797
N -0.53629 -2.00008 -3.39133
C -1.04051 -3.12216 -3.89702
O -2.19987 -3.50039 -3.79869
H 0.61148 -6.67750 -6.45361
H -1.26458 -5.56238 -5.26733
H 3.22037 -3.48960 -5.29085
H 2.84374 -5.64440 -6.46477
```

Frontier orbital gap in eV: 4.41
F_max in eV/A: 3.016
Relative energy (zero: lowest compared OMol25 entry of this formula, charge and spin) in kcal per mole: 21.2
E_tot in eV: -54981.1754

***

(4)
ORCA calculation (ωB97M-V/def2-TZVPD) on a cluster of 2 separate species, C5H15NO in total in a non-equilibrium geometry.

The geometry in XYZ format:
```
22
C5H15NO, DFT ωB97M-V/def2-TZVPD
C 0.90595 -0.88830 -1.97210
C 0.81607 -1.29524 -0.46613
C -0.51446 -0.78988 0.06294
C -0.72441 0.80196 0.04768
C -2.26074 0.92484 0.14235
N 0.00412 1.27503 1.23015
H 1.25650 -1.66819 -2.63377
H 1.63554 -0.08651 -2.08586
H 0.04723 -0.38589 -2.44876
H 0.76837 -2.38133 -0.47686
H 1.76031 -1.03407 0.04298
H -1.29282 -1.20497 -0.58123
H -0.73674 -1.13772 1.07423
H -0.28646 1.12303 -0.94481
H -2.52563 0.79030 -0.91293
H -2.74326 1.80050 0.55118
H -2.78344 0.01858 0.46928
H 0.22167 2.26619 1.20584
H -0.59474 1.15000 2.03064
O 2.74920 0.16491 1.91168
H 2.25047 0.62657 1.22739
H 2.04725 -0.06983 2.52612
```

Frontier orbital gap in eV: 10.38
Structure (SMILES): CCC[C@@H](C)N.O
F_max in eV/A: 2.673
Relative energy (zero: lowest compared OMol25 entry of this formula, charge and spin) in kcal per mole: 27.6
E_tot in eV: -8965.1615

***

(5)
ORCA calculation (ωB97M-V/def2-TZVPD) on a cluster of 10 separate species, C42H56F16O18 in total in a non-equilibrium geometry.

The geometry in XYZ format:
```
132
C42H56F16O18, DFT ωB97M-V/def2-TZVPD
F -2.68816 -1.14669 -2.97251
C -1.79252 -0.20322 -3.44564
F -2.24073 0.41588 -4.61585
C -1.39018 0.79518 -2.38567
F -2.42690 1.64803 -2.12549
F -0.41286 1.55795 -2.91963
C -0.92027 0.12956 -1.13764
O -0.70923 1.12460 -0.13027
C 0.48112 1.14613 0.42974
F 0.77111 -0.08129 0.88948
F 1.40983 1.45373 -0.51324
C 0.43271 2.13187 1.59605
F 1.48126 1.87846 2.44152
F 0.40778 3.37910 1.24508
H -0.84992 -0.73693 -3.70705
H -0.00958 -0.41333 -1.44226
H -1.62250 -0.62169 -0.76390
H -0.50303 1.94062 2.13750
F -0.19625 1.02571 10.83158
C -1.11536 0.41205 9.95913
F -2.22548 0.01932 10.63446
C -1.49447 1.31712 8.76586
F -2.55965 2.12651 9.08824
F -1.90215 0.51428 7.80992
C -0.34024 2.15243 8.31078
O -0.66690 3.11964 7.34430
C -0.14467 2.91459 6.11898
F 1.20522 2.86447 6.22572
F -0.61085 1.78603 5.58824
C -0.54997 4.13124 5.30124
F 0.04706 4.07029 4.07623
F -1.91161 4.14407 5.16119
H -0.62947 -0.47781 9.51309
H 0.53259 1.51334 8.12504
H -0.00874 2.68345 9.21464
H -0.16102 5.02502 5.80047
O 1.34749 -4.74804 -9.56818
C 1.77844 -4.06817 -8.70070
C 3.23239 -4.00439 -8.20190
C 3.09875 -3.26014 -6.88390
C 1.67295 -2.60697 -6.87918
O 0.99048 -3.24105 -7.99008
H 3.52770 -5.03448 -8.05272
H 3.73931 -3.51048 -9.02784
H 3.23832 -3.93454 -6.03564
H 3.83963 -2.47480 -6.70479
H 1.10161 -2.82028 -5.98356
H 1.76189 -1.54031 -7.07958
O -1.00823 2.07801 -9.55054
C -0.74651 1.05627 -10.09611
C -0.52411 -0.31803 -9.49102
C 0.60594 -0.82404 -10.37407
C 0.13414 -0.28403 -11.71787
O -0.40033 1.02062 -11.40655
H -0.28204 -0.22456 -8.43321
H -1.39739 -0.96981 -9.52250
H 1.61844 -0.47525 -10.15714
H 0.69406 -1.91365 -10.40898
H 0.91456 -0.22843 -12.46943
H -0.71412 -0.85223 -12.11300
O 4.29008 -2.12058 0.26112
C 4.21046 -2.48490 -0.86497
C 4.12861 -1.67764 -2.18508
C 3.84685 -2.76227 -3.24216
C 3.76958 -4.07513 -2.43307
O 4.26880 -3.80453 -1.12517
H 3.37551 -0.91521 -2.03030
H 5.13257 -1.28765 -2.32848
H 2.93025 -2.57008 -3.79849
H 4.63184 -2.93388 -3.97658
H 2.78152 -4.55367 -2.43376
H 4.43005 -4.85865 -2.81453
O -2.66949 -1.23490 1.34757
C -2.70661 -1.48373 2.51774
C -2.03811 -2.62320 3.30589
C -2.62775 -2.42368 4.71019
C -2.99987 -0.94691 4.72016
O -3.34222 -0.64074 3.36832
H -2.28946 -3.56614 2.82668
H -0.95840 -2.45691 3.29117
H -3.41487 -3.14392 4.93773
H -1.87984 -2.64994 5.48070
H -3.83291 -0.68637 5.36961
H -2.20624 -0.30128 5.09869
O -0.27916 -1.46332 7.41179
C 0.49361 -1.13664 6.57539
C 1.81747 -1.78738 6.20867
C 2.47099 -0.78996 5.25050
C 1.24954 -0.02766 4.70721
O 0.23561 -0.12666 5.73132
H 2.40901 -2.09759 7.05728
H 1.50068 -2.66225 5.62518
H 3.14508 -0.08650 5.73531
H 3.00142 -1.37896 4.50569
H 1.47948 1.02039 4.55479
H 0.88093 -0.47076 3.77922
O -2.50344 5.27468 1.85511
C -3.17126 4.32869 1.85011
C -4.62684 4.22378 2.31229
C -4.91918 2.70961 2.23093
C -3.85742 2.21705 1.20656
O -2.76974 3.14278 1.31636
H -4.71305 4.67236 3.29409
H -5.22365 4.73788 1.55663
H -4.73854 2.23372 3.19376
H -5.95287 2.56491 1.93032
H -3.55287 1.22336 1.52964
H -4.22666 2.14815 0.18234
O -0.22933 6.36040 0.29272
C -0.49998 6.03478 -0.78115
C -0.07206 4.76436 -1.50304
C -0.48268 5.02687 -2.98714
C -1.16289 6.39497 -2.97581
O -1.28733 6.79499 -1.57522
H 0.99609 4.60540 -1.39048
H -0.60531 3.87849 -1.17288
H 0.35691 5.04687 -3.68196
H -1.10250 4.20385 -3.32406
H -0.62372 7.17262 -3.52125
H -2.15871 6.36021 -3.42397
O 3.08611 -3.27027 2.90467
C 2.21813 -3.64520 2.18064
C 2.09834 -4.98981 1.45765
C 1.01301 -4.69217 0.36038
C 0.47002 -3.26300 0.69157
O 1.21609 -2.79341 1.82750
H 3.09590 -5.06086 1.01478
H 1.91113 -5.86139 2.07031
H 1.52584 -4.62489 -0.60568
H 0.25864 -5.44816 0.15360
H 0.67971 -2.59900 -0.14873
H -0.59027 -3.22433 0.93326
```

Frontier orbital gap in eV: 8.98
Structure (SMILES): FC(F)C(F)(F)COC(F)(F)C(F)F.FC(F)C(F)(F)COC(F)(F)C(F)F.O=C1CCCO1.O=C1CCCO1.O=C1CCCO1.O=C1CCCO1.O=C1CCCO1.O=C1CCCO1.O=C1CCCO1.O=C1CCCO1
F_max in eV/A: 3.831
Relative energy (zero: lowest compared OMol25 entry of this formula, charge and spin) in kcal per mole: 0.0
E_tot in eV: -124797.3969

***

Number 1: LUMO 0.11 eV, highest occupied orbital energy -0.309 hartree. Number 2: LUMO -0.03 eV, highest occupied orbital energy -0.319 hartree. Number 3: LUMO -2.57 eV, highest occupied orbital energy -0.257 hartree. Number 4: LUMO 0.92 eV, highest occupied orbital energy -0.348 hartree. Number 5: LUMO -0.48 eV, highest occupied orbital energy -0.348 hartree.